{"formula": "C21H23BrN4O4S", "method": "ωB97M-V/def2-TZVPD", "species": ["C", "H", "H", "H", "C", "N", "C", "O", "C", "N", "S", "O", "O", "C", "C", "C", "C", "C", "C", "H", "H", "Br", "H", "H", "C", "H", "H", "H", "H", "H", "C", "C", "N", "C", "N", "O", "C", "C", "C", "C", "C", "C", "H", "H", "H", "H", "H", "H", "H", "C", "H", "H", "H", "H"], "positions_angstrom": [[-1.582, -0.397, -3.323], [-0.796, 0.260, -3.688], [-2.345, 0.208, -2.839], [-2.033, -0.897, -4.176], [-1.001, -1.442, -2.375], [-0.260, -0.814, -1.279], [1.044, -1.136, -1.133], [1.616, -1.878, -1.916], [1.818, -0.608, 0.076], [2.088, -1.695, 1.011], [0.684, -2.316, 1.688], [0.016, -3.265, 0.843], [-0.084, -1.190, 2.145], [1.339, -3.161, 3.124], [2.014, -2.413, 4.070], [2.510, -3.035, 5.202], [2.310, -4.399, 5.360], [1.627, -5.151, 4.416], [1.136, -4.519, 3.286], [0.597, -5.060, 2.524], [1.482, -6.210, 4.563], [2.987, -5.257, 6.909], [3.041, -2.474, 5.955], [2.140, -1.355, 3.910], [2.979, -2.733, 0.535], [3.959, -2.293, 0.355], [2.618, -3.198, -0.385], [3.060, -3.488, 1.316], [2.779, -0.225, -0.277], [1.305, 0.169, 0.634], [-0.991, 0.113, -0.444], [-0.713, 1.531, -0.801], [-1.583, 2.467, -1.006], [-0.810, 3.564, -1.289], [0.469, 3.290, -1.260], [0.547, 1.969, -0.941], [-1.364, 4.869, -1.586], [-2.745, 5.050, -1.580], [-3.276, 6.294, -1.860], [-2.437, 7.360, -2.146], [-1.062, 7.181, -2.153], [-0.522, 5.941, -1.874], [0.545, 5.781, -1.874], [-0.412, 8.014, -2.376], [-2.856, 8.332, -2.364], [-4.347, 6.436, -1.855], [-3.381, 4.208, -1.354], [-0.773, -0.056, 0.617], [-2.060, -0.053, -0.581], [-2.063, -2.391, -1.822], [-2.412, -3.049, -2.613], [-1.629, -2.994, -1.027], [-2.921, -1.852, -1.427], [-0.253, -2.031, -2.914]], "nbo_charge": [-0.6226, 0.2172, 0.2050, 0.2204, -0.0521, -0.4324, 0.6758, -0.6389, -0.3212, -0.6536, 2.2955, -0.9403, -0.9573, -0.2575, -0.1914, -0.2291, -0.0618, -0.2435, -0.1864, 0.2490, 0.2369, 0.0758, 0.2356, 0.2435, -0.4348, 0.2129, 0.2321, 0.2067, 0.2429, 0.2323, -0.3087, 0.5250, -0.4981, 0.2853, -0.1482, -0.2879, -0.0320, -0.1976, -0.2111, -0.1964, -0.2103, -0.1941, 0.2306, 0.2158, 0.2142, 0.2156, 0.2338, 0.2809, 0.2490, -0.6262, 0.2169, 0.2404, 0.1944, 0.2501], "smiles": "CC(C)N(Cc1nc(-c2ccccc2)no1)C(=O)CN(C)S(=O)(=O)c1ccc(Br)cc1", "total_energy_ha": -4306.20001, "homo_energy_ev": -9.156, "molar_mass_g_mol": 507.4, "orbital_gap_ha": 0.3440}

{"formula": "C27H44BrN3O9P2PdSi", "method": "ωB97M-V/def2-TZVPD", "species": ["Pd", "O", "C", "C", "C", "C", "C", "C", "C", "O", "N", "N", "C", "C", "C", "C", "C", "C", "N", "H", "H", "H", "H", "H", "H", "H", "H", "H", "H", "C", "C", "O", "P", "O", "O", "O", "P", "O", "O", "O", "H", "H", "H", "H", "H", "H", "H", "C", "C", "C", "C", "Si", "Br", "C", "C", "C", "C", "C", "C", "C", "C", "H", "H", "H", "H", "H", "H", "H", "H", "H", "H", "H", "H", "H", "H", "H", "H", "H", "H", "H", "H", "H", "H", "H", "H", "H", "H", "H"], "positions_angstrom": [[0.557, -0.589, -1.687], [-0.182, 4.557, -4.440], [-0.323, 4.961, -3.166], [-0.525, 6.298, -2.842], [-0.638, 6.685, -1.523], [-0.553, 5.756, -0.481], [-0.352, 4.437, -0.784], [-0.241, 4.009, -2.127], [-0.056, 2.603, -2.319], [0.201, 1.743, -1.515], [-0.253, 2.098, -3.742], [-0.511, 0.935, -3.874], [-0.773, 0.071, -4.841], [-1.129, -1.241, -4.439], [-1.601, -2.147, -5.393], [-2.069, -3.384, -4.967], [-2.045, -3.658, -3.617], [-1.513, -2.708, -2.723], [-1.061, -1.537, -3.111], [-0.259, 5.309, -5.042], [-0.585, 7.033, -3.635], [-0.795, 7.732, -1.297], [-0.646, 6.077, 0.546], [-0.290, 3.692, -0.004], [-0.748, 0.399, -5.875], [-1.620, -1.867, -6.438], [-2.452, -4.103, -5.678], [-2.414, -4.597, -3.227], [-1.445, -2.928, -1.665], [3.738, -3.010, -3.753], [3.735, -2.281, -2.413], [4.995, -2.283, -1.769], [2.574, -3.068, -1.233], [2.836, -4.612, -1.245], [3.003, -2.660, 0.210], [1.160, -2.726, -1.629], [3.111, -0.560, -2.537], [4.395, 0.182, -3.077], [2.675, -0.141, -1.131], [1.913, -0.434, -3.473], [4.120, -4.021, -3.615], [4.391, -2.485, -4.452], [2.739, -3.047, -4.186], [5.661, -1.924, -2.370], [2.089, -5.176, -1.478], [3.157, -1.700, 0.291], [4.270, 1.068, -3.439], [0.756, 2.037, 2.369], [0.790, 0.614, 2.943], [1.945, -0.096, 2.227], [1.121, 0.703, 4.446], [-0.881, -0.285, 2.728], [-0.985, -0.904, 0.437], [-1.005, -1.990, 3.572], [-2.041, -2.917, 2.911], [-1.420, -1.775, 5.043], [0.327, -2.751, 3.548], [-2.423, 0.834, 2.890], [-2.373, 1.562, 4.249], [-3.726, 0.024, 2.834], [-2.520, 1.896, 1.781], [1.755, 2.475, 2.456], [0.067, 2.691, 2.900], [0.494, 2.025, 1.308], [2.874, 0.439, 2.450], [1.807, -0.061, 1.145], [2.076, -1.130, 2.534], [2.035, 1.290, 4.571], [1.306, -0.275, 4.886], [0.338, 1.194, 5.026], [-3.032, -2.480, 2.827], [-2.133, -3.819, 3.523], [-1.719, -3.231, 1.918], [-2.428, -1.372, 5.134], [-0.740, -1.117, 5.586], [-1.411, -2.741, 5.553], [0.690, -2.909, 2.529], [0.170, -3.735, 3.999], [1.112, -2.262, 4.121], [-2.305, 0.876, 5.094], [-3.296, 2.135, 4.370], [-1.544, 2.266, 4.316], [-3.821, -0.678, 3.660], [-3.831, -0.528, 1.897], [-4.570, 0.716, 2.902], [-1.676, 2.581, 1.781], [-3.423, 2.488, 1.952], [-2.604, 1.452, 0.788]], "mulliken_charge": [1.2910, -0.5354, 1.3070, -0.7741, -0.4931, -0.8894, -0.1388, -0.6241, 0.7444, -0.1500, -0.5526, 0.6568, -0.7383, 0.9708, -0.8562, -0.4432, -0.8400, -0.0633, 0.1840, 0.3691, 0.3204, 0.4280, 0.4753, 0.2928, 0.4890, 0.4556, 0.4714, 0.4725, 0.4988, -1.8281, 1.1177, -0.5441, 0.5232, -0.5125, -0.5622, -0.4238, 0.2521, -0.5634, -0.5934, -0.4144, 0.4198, 0.4822, 0.3266, 0.3927, 0.4100, 0.3892, 0.4072, -2.1525, 2.9042, -2.0509, -1.8247, -0.9244, -0.0361, 2.3899, -1.6552, -1.8071, -1.8494, 2.5711, -1.7086, -2.1173, -1.9247, 0.6513, 0.4442, -0.0181, 0.4992, 0.0825, 0.5189, 0.5242, 0.3721, 0.3495, 0.3008, 0.5560, 0.2645, 0.3406, 0.3152, 0.5663, 0.2209, 0.6192, 0.3114, 0.3036, 0.5450, 0.3334, 0.3879, 0.3043, 0.6042, 0.3018, 0.6028, 0.2770], "total_energy_ha": -5570.40645, "homo_energy_ev": [-13.980, -13.974], "molar_mass_g_mol": 831.0, "e_above_lowest_kj_mol": 6.26, "s_squared": 6.05, "spin_multiplicity": 5, "orbital_gap_ha": [0.2597, 0.1817], "total_charge": 2}

{"formula": "C14H20Cl5N4O2PPd", "method": "ωB97M-V/def2-TZVPD", "species": ["Pd", "Cl", "C", "C", "C", "Cl", "C", "Cl", "C", "Cl", "C", "Cl", "N", "C", "N", "C", "C", "C", "C", "C", "H", "H", "H", "H", "H", "H", "H", "H", "H", "H", "N", "C", "P", "O", "O", "C", "N", "H", "H", "H", "H", "H", "H", "H", "H", "H", "H"], "positions_angstrom": [[0.428, -0.798, 1.593], [-0.407, -1.874, 4.350], [-1.244, -2.645, 3.058], [-0.869, -2.271, 1.736], [-1.456, -3.005, 0.674], [-0.927, -2.682, -0.942], [-2.447, -3.925, 0.877], [-3.201, -4.741, -0.414], [-2.853, -4.206, 2.220], [-4.066, -5.329, 2.499], [-2.233, -3.560, 3.317], [-2.718, -3.928, 4.910], [-0.187, 0.465, -0.138], [-0.991, 1.269, -0.410], [-1.895, 2.140, -0.692], [-3.124, 1.763, -1.425], [-3.073, 2.315, -2.855], [-2.195, 3.571, -2.928], [-2.299, 4.372, -1.635], [-1.666, 3.593, -0.480], [-3.957, 2.185, -0.863], [-3.223, 0.680, -1.393], [-4.093, 2.553, -3.159], [-2.709, 1.554, -3.546], [-2.486, 4.179, -3.783], [-1.149, 3.291, -3.091], [-3.346, 4.589, -1.413], [-1.794, 5.333, -1.719], [-2.092, 3.873, 0.484], [-0.589, 3.753, -0.440], [1.898, -0.855, -1.462], [2.883, 0.093, -0.842], [3.261, -0.602, 0.827], [3.149, -2.087, 0.648], [2.478, 0.145, 1.875], [5.063, -0.348, 1.135], [5.458, -1.530, 1.984], [0.945, -0.564, -1.192], [2.066, -1.797, -1.065], [1.966, -0.891, -2.478], [2.413, 1.070, -0.762], [3.765, 0.155, -1.475], [5.311, 0.572, 1.658], [5.630, -0.419, 0.209], [4.949, -2.351, 1.612], [5.163, -1.403, 2.955], [6.464, -1.701, 1.979]], "nbo_charge": [0.7871, 0.1078, -0.0556, -0.2082, -0.0797, 0.0367, -0.0930, 0.1296, 0.0124, 0.2067, -0.1220, 0.1298, -0.6730, 0.6340, -0.4382, -0.2044, -0.4190, -0.4001, -0.4255, -0.1952, 0.2210, 0.2260, 0.2342, 0.2180, 0.2443, 0.1935, 0.2185, 0.2455, 0.2227, 0.2111, -0.7197, -0.6145, 2.1123, -1.1537, -1.1105, -0.6022, -0.6780, 0.4787, 0.4741, 0.4395, 0.2644, 0.2515, 0.2660, 0.2496, 0.4786, 0.4494, 0.4495], "total_energy_ha": -3684.63735, "homo_energy_ev": [-13.841, -14.253], "molar_mass_g_mol": 591.0, "s_squared": 2.03, "spin_multiplicity": 3, "orbital_gap_ha": [0.3182, 0.2123], "total_charge": 2}